90
Properties=species:S:1:pos:R:3:forces:R:3:mulliken_spin:R:1 method="wB97M-V/def2-TZVPD" s_squared=3.82 homo_ha="-0.4623 / -0.4631" charge=+2 e_above_lowest_ev=0.2381 lumo_ev="-6.98 / -7.10" spin_multiplicity=4
Tc 1.165528 1.613620 1.609446 -0.620 -0.093 0.259 2.584
C -0.388964 4.046089 2.489928 -0.037 -0.107 -0.054 0.121
C -1.297065 3.271149 3.188649 0.038 0.033 -0.007 0.066
C -0.581576 2.289516 3.899082 0.107 -0.040 -0.089 0.187
C 0.809106 2.479795 3.669956 -0.083 0.043 0.198 0.026
C 0.952783 3.569323 2.749236 0.136 -0.086 0.009 -0.043
H -0.645603 4.867770 1.840024 0.013 0.035 -0.018 0.003
H -2.369221 3.377306 3.162993 -0.034 -0.005 0.001 0.001
H -1.007437 1.519358 4.524003 -0.004 -0.012 0.026 -0.001
H 1.569110 2.092480 4.329278 0.026 -0.029 -0.027 0.010
H 1.824612 4.205544 2.688101 0.053 0.018 -0.017 0.019
N 2.867891 -6.349724 -1.402370 0.012 0.027 0.016 0.002
C 2.760027 -5.005782 -1.253841 0.023 -0.077 -0.001 0.002
C 1.559260 -4.344553 -1.557186 -0.094 0.068 -0.027 0.000
C 1.447998 -2.983684 -1.383950 0.061 -0.091 0.068 0.002
C 2.528057 -2.256969 -0.891028 0.142 0.137 0.024 0.002
C 3.743356 -2.891547 -0.617203 -0.143 -0.073 -0.059 0.000
C 3.851281 -4.250041 -0.789172 0.032 0.063 0.015 0.000
S 2.390676 -0.534166 -0.756293 0.137 -0.012 -0.207 0.017
O 3.639870 0.092848 -1.109681 -0.031 -0.059 0.004 0.001
O 1.179212 -0.110493 -1.411070 -0.032 0.084 -0.091 -0.003
N 2.120059 -0.107915 0.828079 -0.294 0.157 0.414 -0.029
C 3.183519 -0.028789 1.695872 0.164 0.059 0.062 0.045
N 3.040686 1.088274 2.448704 0.156 -0.107 -0.165 -0.043
C 3.947183 1.350153 3.396398 -0.007 0.056 0.027 0.011
C 5.016261 0.506237 3.572505 0.025 -0.029 -0.022 -0.001
C 5.082480 -0.611361 2.740506 -0.021 -0.018 -0.010 0.018
N 4.172470 -0.890434 1.812795 0.015 0.005 -0.071 -0.008
H 2.146995 -6.868380 -1.870110 0.001 -0.007 -0.003 0.000
H 3.763611 -6.795215 -1.315661 -0.004 -0.014 -0.007 0.000
H 0.726548 -4.907974 -1.958911 -0.019 -0.002 -0.007 0.000
H 0.544004 -2.469186 -1.666804 -0.051 0.011 -0.022 -0.001
H 4.589190 -2.314013 -0.283816 0.068 0.028 0.030 0.000
H 4.789398 -4.748404 -0.584422 0.029 0.004 0.009 0.000
H 3.808908 2.245606 3.989838 -0.007 0.001 0.000 -0.001
H 5.771498 0.700429 4.317380 0.005 0.007 0.021 0.000
H 5.898733 -1.318310 2.828636 0.027 0.012 0.020 0.000
C -4.824052 0.690216 -1.377558 0.012 0.028 -0.059 0.000
C -4.308672 1.607883 -2.486335 0.014 -0.002 0.048 0.000
C -3.008738 2.345343 -2.148681 -0.040 -0.054 -0.007 -0.007
C -1.722686 1.555173 -2.371385 -0.011 0.098 -0.038 0.030
N -1.700670 0.244558 -1.725268 0.010 -0.012 0.015 0.002
C -1.425310 0.003337 -0.441870 -0.043 -0.182 0.046 -0.021
Se -1.222742 1.344932 0.882162 0.177 0.220 -0.225 0.132
N -1.534542 -1.307584 -0.195263 0.067 0.053 -0.054 0.006
C -1.342655 -1.991788 1.085525 -0.048 -0.066 0.045 0.002
C -2.665030 -2.429885 1.701829 -0.018 0.038 0.003 -0.005
C -3.589568 -1.275634 2.071073 -0.017 -0.028 0.019 0.010
C -4.909053 -1.768868 2.652966 0.056 0.018 -0.022 0.001
C -1.883780 -1.948726 -1.379534 0.013 0.070 0.028 0.003
C -2.097925 -3.292854 -1.668652 -0.015 -0.035 -0.028 0.001
C -2.413025 -3.599548 -2.976145 0.006 0.069 -0.005 -0.001
C -2.505359 -2.603763 -3.964272 0.012 -0.030 0.052 -0.001
C -2.288972 -1.273141 -3.674908 -0.002 0.001 -0.019 0.001
C -1.976144 -0.962924 -2.354978 0.026 -0.046 0.038 0.001
H -5.839738 0.363744 -1.594960 -0.019 -0.015 0.006 0.000
H -4.844891 1.219230 -0.422201 -0.016 0.001 0.026 0.000
H -4.220480 -0.210273 -1.257191 0.011 -0.016 0.026 0.000
H -5.072695 2.359403 -2.687634 0.001 0.008 -0.013 0.000
H -4.190013 1.046272 -3.417147 -0.013 0.002 -0.029 0.000
H -3.051471 2.691716 -1.112043 0.014 0.012 -0.010 0.007
H -2.922285 3.236757 -2.774740 0.014 0.012 0.025 0.001
H -0.860363 2.110335 -1.999595 0.004 -0.019 -0.014 -0.013
H -1.564444 1.376083 -3.434691 0.017 -0.022 0.025 0.000
H -0.810224 -1.305887 1.744400 0.002 -0.020 -0.038 -0.009
H -0.693403 -2.849039 0.897382 0.036 0.043 -0.026 0.004
H -2.430339 -3.014904 2.594394 -0.001 -0.020 -0.004 0.000
H -3.181421 -3.106115 1.015098 -0.006 -0.016 0.007 0.000
H -3.791248 -0.663323 1.185936 0.009 0.009 -0.001 -0.007
H -3.084012 -0.626205 2.793240 0.007 0.018 -0.008 -0.001
H -5.438083 -2.397565 1.935870 -0.018 -0.012 -0.003 0.000
H -5.561495 -0.937336 2.913413 -0.019 0.010 0.007 0.000
H -4.740456 -2.358399 3.554518 -0.014 -0.016 0.016 0.000
H -2.025382 -4.060455 -0.911401 0.001 -0.011 0.023 0.000
H -2.598750 -4.628561 -3.248871 -0.003 -0.023 -0.012 0.000
H -2.754121 -2.889621 -4.976110 -0.006 -0.009 -0.019 0.000
H -2.361975 -0.516987 -4.442833 -0.005 0.017 -0.015 0.000
C 2.307163 2.715594 -2.314416 -0.072 0.010 0.067 -0.004
Sb 2.148307 3.226752 -0.269518 0.077 0.047 -0.261 -0.106
C 1.109756 5.067525 -0.409278 0.045 -0.066 0.076 -0.011
C 4.122540 3.742518 0.279520 -0.081 -0.046 0.001 0.004
H 2.616605 3.616276 -2.844492 -0.038 0.031 0.055 -0.003
H 1.337676 2.378259 -2.666630 -0.009 -0.034 -0.073 0.001
H 3.038393 1.925653 -2.440069 0.016 -0.049 0.040 0.000
H 1.585895 5.656415 -1.190497 0.000 0.004 -0.043 -0.002
H 1.153098 5.615454 0.528183 0.013 -0.006 0.018 0.001
H 0.073623 4.868525 -0.675292 -0.014 0.020 -0.011 0.000
H 4.426089 4.610300 -0.301843 0.031 0.015 -0.017 -0.003
H 4.768034 2.896701 0.051243 0.015 -0.012 0.006 0.000
H 4.168557 3.975894 1.339660 0.032 0.026 0.039 0.000

88
Properties=species:S:1:pos:R:3:forces:R:3:mulliken_spin:R:1 method="wB97M-V/def2-TZVPD" s_squared=0.79 homo_ha="-0.2862 / -0.2860" e_above_lowest_ev=1.7949 lumo_ev="-0.87 / -2.58" spin_multiplicity=2
Ir 0.753727 -0.140052 -0.232676 0.186 -0.075 2.070 0.072
C 0.135818 -3.107735 -2.843441 0.064 0.011 -0.023 0.000
C 1.157811 -3.032419 -1.769500 0.040 -0.039 0.243 -0.001
N 1.304382 -2.157734 -0.772716 -0.234 -0.122 -0.942 0.002
C 2.443242 -2.519434 -0.104548 -0.269 0.071 0.233 -0.008
C 2.974842 -3.641704 -0.642573 0.017 -0.196 -0.102 0.004
N 2.145677 -3.946457 -1.683026 0.011 0.020 -0.059 0.000
C 4.180061 -4.465970 -0.383929 -0.004 0.003 0.050 0.000
O 4.902705 -4.142963 0.671997 0.006 -0.078 -0.095 0.000
O 4.438172 -5.382557 -1.122112 0.005 -0.048 0.005 0.000
C 2.940892 -1.605099 0.914242 0.120 0.080 0.220 0.004
O 3.837736 -1.901372 1.697087 -0.023 0.083 -0.098 0.000
O 2.333541 -0.460356 0.908943 1.090 -0.136 0.010 -0.015
H -0.056559 -2.118118 -3.243579 -0.040 -0.017 0.021 0.000
H -0.796288 -3.530896 -2.471382 -0.006 0.014 0.003 0.000
H 0.510113 -3.740524 -3.647832 -0.001 0.002 0.025 0.000
H 2.322127 -4.714570 -2.313953 -0.031 -0.016 -0.003 0.000
H 4.538424 -3.344796 1.135525 0.030 0.105 0.086 0.000
Cl -5.048715 1.302330 -5.081516 0.064 0.011 0.060 0.000
C -3.713292 1.353797 -3.988845 -0.090 0.014 -0.087 0.002
C -3.348093 0.231062 -3.264043 0.004 -0.103 0.073 -0.001
Cl -4.239306 -1.238775 -3.427029 0.040 0.061 -0.020 0.000
C -2.268622 0.287769 -2.392182 -0.058 -0.183 -0.014 -0.002
Cl -1.806142 -1.109109 -1.486930 -0.604 -0.148 -0.374 0.001
C -1.486210 1.436598 -2.185018 0.528 0.318 0.171 -0.007
O -0.479446 1.500056 -1.377770 -1.018 -0.551 -0.297 0.026
C -1.902202 2.566449 -2.936071 0.012 0.141 -0.085 0.004
Cl -1.005288 4.030338 -2.730709 -0.044 -0.099 -0.013 0.000
C -2.975556 2.526591 -3.810350 0.051 0.075 0.015 -0.001
Cl -3.415172 3.942501 -4.687909 -0.014 -0.030 -0.008 0.000
C 2.198608 3.372311 2.918224 0.126 -0.016 0.202 0.008
Si 1.791091 2.839242 1.169493 -0.322 -0.143 0.064 -0.018
C 1.029578 4.223597 0.219656 -0.083 0.197 -0.062 0.023
C 3.342587 2.271422 0.389247 0.398 -0.211 0.052 0.002
N 0.499205 1.537489 1.032787 0.330 -0.002 -0.617 0.524
C -0.690893 1.711512 1.673796 -0.304 0.347 -0.020 0.008
C -1.909467 1.225582 1.125819 0.091 0.058 0.023 0.097
C -3.113213 1.429852 1.761212 0.001 -0.019 0.088 -0.110
C -3.164502 2.097581 2.982400 -0.025 0.057 -0.025 0.185
C -1.989616 2.591048 3.545474 -0.068 -0.056 0.032 -0.077
C -0.781827 2.419344 2.906835 0.028 -0.064 -0.231 0.145
H 3.261523 3.626453 2.942904 -0.024 0.036 -0.028 0.000
H 2.044287 2.593096 3.668052 0.114 0.009 -0.015 -0.001
H 1.636498 4.259379 3.217759 0.010 -0.039 0.031 -0.002
H 1.708795 5.081387 0.195520 -0.035 -0.025 0.004 0.002
H 0.078948 4.543537 0.654641 0.032 -0.001 -0.049 -0.001
H 0.838334 3.890701 -0.800738 -0.035 0.026 0.003 0.003
H 3.889779 3.122786 -0.025110 -0.035 -0.011 0.029 0.000
H 3.121137 1.580526 -0.407217 0.073 -0.158 -0.282 0.000
H 3.991648 1.747279 1.093340 -0.022 0.033 -0.021 0.001
H -1.876309 0.739427 0.166386 -0.045 0.011 0.120 0.076
H -4.025276 1.070443 1.300601 0.012 0.002 -0.009 0.000
H -4.114473 2.255177 3.477548 0.019 -0.019 0.002 0.007
H -2.022744 3.112510 4.493777 0.009 0.019 -0.028 0.001
H 0.113591 2.813341 3.354694 -0.139 -0.058 0.055 0.017
C 2.378148 1.969012 -3.181398 -0.065 -0.049 -0.036 -0.003
C 2.309097 0.447546 -3.052138 -0.261 0.186 0.154 0.015
O 1.405179 -0.021942 -2.124354 0.928 0.221 -0.585 -0.006
C 1.758247 -0.113078 -4.396240 -0.225 0.040 0.001 -0.002
F 1.937934 -1.449364 -4.497282 0.004 0.154 -0.063 0.000
F 0.436571 0.112269 -4.479529 0.153 -0.034 -0.070 0.000
F 2.320813 0.447601 -5.474309 -0.063 -0.069 -0.014 0.000
C 3.746271 -0.138057 -2.891497 0.019 -0.103 -0.019 0.000
F 3.723430 -1.415775 -2.469262 0.009 0.114 -0.030 0.000
F 4.424008 -0.115536 -4.055162 -0.035 0.002 0.160 0.000
F 4.490769 0.543979 -2.006441 -0.175 0.027 0.083 0.000
H 1.371599 2.343255 -3.363325 0.007 -0.016 0.006 0.001
H 3.030501 2.266399 -4.001708 0.029 0.023 0.042 0.000
H 2.742752 2.406138 -2.259190 0.025 0.024 0.073 0.001
O -6.362787 -1.626517 3.084455 0.105 -0.035 0.027 0.000
C -5.568689 -2.692198 3.556360 -0.054 0.071 0.002 0.000
N -4.168424 -2.346574 3.657018 0.021 -0.031 0.019 0.000
C -3.319221 -2.567317 2.613935 -0.052 -0.009 -0.066 0.001
O -3.642762 -3.162103 1.603833 0.014 0.081 0.030 0.000
C -1.935769 -2.010073 2.774972 0.007 -0.132 0.031 0.006
C -1.291981 -1.839038 3.987072 -0.040 -0.013 0.090 -0.002
C -0.026257 -1.281571 3.985771 0.056 -0.034 -0.014 0.000
C 0.532475 -0.877083 2.789929 -0.089 -0.113 -0.033 0.038
N -0.072733 -1.070250 1.601713 -0.377 0.605 -0.071 0.008
C -1.276258 -1.648357 1.614025 0.199 -0.151 -0.093 -0.019
H -6.192506 -1.516151 2.142759 -0.030 -0.036 -0.051 0.000
H -5.641135 -3.564491 2.911463 0.018 -0.047 0.000 0.000
H -5.939507 -2.931877 4.549160 -0.031 0.012 0.017 0.000
H -3.916927 -1.652009 4.341428 0.023 0.005 -0.008 -0.001
H -1.753633 -2.155092 4.914923 -0.001 0.025 -0.009 -0.001
H 0.531831 -1.151018 4.902139 -0.013 0.052 -0.017 0.000
H 1.493736 -0.391082 2.764683 -0.018 0.037 0.020 -0.012
H -1.760483 -1.831552 0.670975 -0.027 0.050 0.041 0.004

25
Properties=species:S:1:pos:R:3:forces:R:3:nbo_charge:R:1 method="wB97M-V/def2-TZVPD" homo_ha=-0.3077 e_above_lowest_ev=4.9031 lumo_ev=0.32
C -0.515649 -2.088638 0.013556 0.094 0.027 -0.305 -0.616
C -0.728097 -0.623241 0.348688 -1.016 -1.947 -0.051 -0.309
N 0.192944 -0.177541 1.316353 1.325 2.566 1.453 -0.438
C 0.226580 1.305179 1.152829 0.583 -1.018 -1.867 -0.234
C 0.920225 1.698682 -0.186603 0.237 -2.313 0.015 -0.474
C -0.147728 -0.475902 2.706586 -1.438 -0.389 -0.718 -0.411
H -0.904063 -2.801848 0.725949 0.235 0.003 0.787 0.200
H -1.144832 -2.285642 -0.819164 -0.371 -0.307 -1.256 0.206
H 0.522401 -2.326835 -0.244728 -0.253 0.017 0.149 0.202
H -1.781783 -0.538064 0.639213 -0.303 0.236 0.600 0.162
H -0.731554 0.028127 -0.521746 0.093 -0.493 0.194 0.275
H 0.724360 1.777513 1.971285 0.124 0.300 0.626 0.197
H -0.791747 1.603280 1.023365 -0.915 0.743 0.546 0.179
H 0.894673 0.735614 -0.900078 -0.026 5.349 3.923 0.077
H 1.928582 2.040632 -0.000211 0.359 -0.064 -0.241 0.199
H 0.345179 2.342620 -0.821421 -0.088 0.580 0.094 0.264
H -1.162367 -0.096417 2.980846 0.225 -0.096 -0.294 0.159
H 0.505199 -0.016058 3.429498 0.694 -0.122 -0.009 0.199
H -0.204682 -1.559565 2.793879 0.252 -0.030 0.399 0.202
H 1.534272 -0.520280 -2.881167 0.133 0.355 0.625 0.525
H 1.174807 -0.060326 -1.305767 2.526 -1.432 0.033 0.482
O 0.982168 -0.622633 -2.087198 0.596 -2.950 -1.908 -0.828
H -1.534686 1.153439 -2.639994 1.710 -0.623 1.305 0.469
H 0.108609 0.020132 -2.174113 -3.492 1.947 -1.341 0.508
O -0.788587 1.008406 -1.976088 -1.284 -0.337 -2.757 -1.195